[1]
Molecular formula: C31H29I2N6O2Ti
Method: DFT, wB97M-V/def2-TZVPD

```
71
Properties=species:S:1:pos:R:3:forces:R:3:lowdin_charge:R:1
Ti -0.2137 0.0674 0.1617 0.50 1.01 -0.05 1.16
C 3.0618 2.6865 1.8805 0.05 0.05 0.07 0.01
C 3.0324 2.3681 3.2314 0.05 0.03 0.03 0.02
C 2.0379 1.5274 3.7052 0.08 0.06 0.12 0.05
C 1.1069 1.0289 2.8143 -0.14 -0.04 -0.03 -0.18
N 1.1516 1.3105 1.5035 -0.03 -0.39 -0.03 0.02
C 2.1145 2.1239 1.0528 -0.08 -0.02 -0.06 -0.11
C -0.0511 0.1971 3.1971 -0.05 0.04 -0.22 -0.17
C -0.3112 -0.2461 4.4752 -0.03 -0.07 0.20 0.04
C -1.4800 -0.9548 4.7069 0.02 -0.01 0.09 0.03
C -2.3712 -1.1682 3.6689 -0.07 -0.08 0.18 0.05
C -2.0553 -0.6969 2.4123 0.12 0.10 -0.21 -0.16
N -0.8961 -0.0520 2.1802 -0.36 -0.05 0.14 0.07
C -2.9525 -0.7926 1.2400 0.12 0.05 0.02 -0.17
C -4.2330 -1.3037 1.3021 -0.16 -0.07 0.01 0.05
C -5.0269 -1.2868 0.1638 -0.03 -0.01 0.03 0.02
C -4.5139 -0.7448 -1.0024 -0.11 -0.04 -0.01 0.01
C -3.2216 -0.2607 -0.9842 0.07 0.05 -0.01 -0.10
N -2.4480 -0.2837 0.1013 0.26 0.12 -0.11 0.04
H 3.8146 3.3471 1.4730 -0.01 -0.01 0.01 0.13
H 3.7724 2.7749 3.9089 -0.02 -0.01 -0.01 0.14
H 1.9870 1.2818 4.7563 0.01 0.00 -0.02 0.13
H 2.1328 2.3128 -0.0127 -0.01 -0.02 -0.03 0.12
H 0.3752 -0.0434 5.2844 -0.02 -0.01 -0.01 0.13
H -1.7058 -1.3219 5.6999 0.01 0.01 -0.02 0.14
H -3.2982 -1.6907 3.8519 0.01 0.00 -0.01 0.13
H -4.6240 -1.7042 2.2260 -0.01 0.00 -0.02 0.13
H -6.0340 -1.6825 0.1938 0.02 0.01 0.00 0.14
H -5.0981 -0.6981 -1.9112 0.00 0.00 0.02 0.13
H -2.7922 0.1634 -1.8816 -0.03 0.02 0.01 0.10
I 2.1436 -6.3977 -3.1188 0.01 -0.03 -0.02 1.01
C 1.3463 -4.8276 -2.0259 0.06 -0.12 0.06 -0.72
C 1.3550 -4.8796 -0.6345 -0.01 0.03 -0.04 -0.18
C 0.8335 -3.8188 0.0882 0.04 -0.01 0.30 -0.62
I 0.8665 -3.8354 2.1763 0.00 0.02 -0.12 1.03
C 0.3037 -2.7274 -0.5805 -0.12 0.11 0.19 -0.34
O -0.1587 -1.6443 0.1172 0.35 -1.63 0.20 -0.24
C 0.2765 -2.6707 -1.9645 -0.11 0.21 -0.25 -0.15
C -0.4339 -1.5407 -2.6742 0.08 0.03 0.12 -0.07
N -0.1669 -0.1625 -2.1417 -0.15 -0.16 0.10 -0.09
C 1.1172 0.3973 -2.6295 -0.08 -0.03 0.02 -0.09
C 2.2227 -0.1587 -1.7908 -0.07 -0.01 0.09 -0.24
C 3.4581 -0.5172 -2.2897 0.13 -0.06 -0.07 0.04
C 4.3880 -1.0737 -1.4264 0.05 -0.01 -0.01 0.02
C 4.0421 -1.2681 -0.0950 0.07 -0.04 -0.02 0.01
C 2.7942 -0.8715 0.3291 -0.13 0.06 -0.02 -0.10
N 1.9028 -0.3017 -0.4987 -0.02 0.12 -0.18 0.01
C 0.8075 -3.7295 -2.6839 0.00 0.05 -0.09 -0.08
H 1.7703 -5.7366 -0.1209 -0.01 0.02 -0.01 0.10
H -1.5098 -1.7003 -2.5965 -0.04 0.00 0.03 0.13
H -0.1824 -1.5673 -3.7348 0.01 0.00 -0.05 0.14
H -0.8960 0.4339 -2.5204 0.00 0.03 0.04 0.10
H 1.0788 1.4829 -2.5242 -0.03 0.05 0.00 0.13
H 1.2687 0.1746 -3.6855 0.00 -0.02 -0.05 0.14
H 3.6793 -0.3858 -3.3414 0.00 0.00 0.03 0.14
H 5.3631 -1.3711 -1.7902 -0.02 0.00 0.01 0.14
H 4.7260 -1.7290 0.6041 -0.01 0.01 -0.01 0.13
H 2.4838 -1.0257 1.3558 -0.01 0.02 0.01 0.10
H 0.7917 -3.7060 -3.7673 0.00 0.00 0.03 0.11
C -1.2162 5.4140 -0.9891 -0.01 -0.06 -0.05 0.03
N -1.3211 3.9457 -1.1885 -0.14 0.16 -0.12 -0.12
C -2.1611 3.4654 -2.2912 0.03 0.10 0.08 0.03
C -0.6915 3.1516 -0.3831 0.10 -0.21 0.27 -0.21
O -0.6951 1.8793 -0.4496 -0.21 0.74 -0.58 -0.16
H -1.7125 5.9059 -1.8194 0.01 -0.01 -0.02 0.11
H -0.1734 5.7213 -0.9773 0.00 -0.03 0.01 0.11
H -1.7055 5.7072 -0.0631 -0.03 -0.03 0.00 0.11
H -3.0887 4.0335 -2.2966 0.00 0.00 0.02 0.12
H -2.3910 2.4163 -2.1459 0.02 -0.05 0.02 0.07
H -1.6506 3.6187 -3.2416 0.02 0.01 0.01 0.12
H -0.1254 3.6404 0.4108 0.04 0.01 0.04 0.16
```
Positions in Å, forces in eV/Å.

As for the relative energy (zero: lowest compared OMol25 entry of this formula, charge and spin): 11.5 kcal/mol. The charge is +3.


[2]
Molecular formula: C31H29NOP2PdSe3Te
Method: DFT, wB97M-V/def2-TZVPD

```
69
Properties=species:S:1:pos:R:3:forces:R:3:lowdin_charge:R:1
Pd 0.2836 -0.5052 0.1543 -0.44 3.03 0.99 0.16
C 1.3622 1.5604 -2.3044 0.01 -0.13 0.33 -0.25
P 0.6457 -0.1383 -2.1649 0.99 -0.79 -0.93 1.00
C 1.9634 -1.3494 -2.5939 -0.07 0.07 0.06 -0.42
C 1.6472 -2.6911 -2.3419 -0.01 0.10 -0.14 -0.15
C 2.6222 -3.6693 -2.3971 0.02 0.02 0.00 -0.07
C 3.9295 -3.3255 -2.7213 -0.03 -0.02 0.02 -0.08
C 4.2412 -2.0129 -3.0285 0.07 0.00 0.03 -0.07
C 3.2672 -1.0232 -2.9587 -0.10 0.05 -0.05 -0.12
C -0.4824 -0.2427 -3.5818 -0.31 -0.08 0.37 -0.35
C -1.8464 -0.0611 -3.3731 0.02 0.00 -0.03 -0.08
C -2.7184 -0.0842 -4.4522 -0.02 0.05 0.00 -0.08
C -2.2281 -0.2865 -5.7333 -0.04 -0.02 0.03 -0.08
C -0.8679 -0.4800 -5.9385 0.02 0.05 -0.06 -0.07
C 0.0086 -0.4593 -4.8663 -0.04 0.01 -0.01 -0.08
C 0.8530 2.3450 -1.1433 -0.36 0.65 -0.10 -0.42
C 0.4590 3.6703 -1.0183 0.32 -0.46 -0.51 -0.05
C 0.1087 3.8648 0.3316 -0.03 -0.29 0.65 -0.07
C 0.2939 2.6460 0.9693 -0.04 0.61 -0.13 -0.43
C 0.0312 2.1908 2.3627 0.48 -0.27 -0.11 -0.21
P -0.4812 0.4423 2.1906 -0.90 -0.02 -0.79 1.01
C -0.9178 -0.1955 3.8255 0.39 -0.41 -0.19 -0.33
C -0.0314 -1.0215 4.5118 0.04 -0.09 0.09 -0.10
C -0.3531 -1.4698 5.7842 -0.04 0.05 0.03 -0.06
C -1.5679 -1.1218 6.3560 0.01 -0.05 -0.03 -0.08
C -2.4728 -0.3402 5.6496 -0.02 0.04 0.10 -0.08
C -2.1510 0.1304 4.3878 0.04 0.05 -0.04 -0.08
C -2.1054 0.5529 1.3272 -0.09 -0.13 0.06 -0.37
C -2.7534 -0.6520 1.0185 -0.12 0.13 0.18 -0.13
C -3.9087 -0.6600 0.2548 0.01 0.01 -0.03 -0.08
C -4.4356 0.5343 -0.2193 -0.03 0.00 0.01 -0.09
C -3.8174 1.7338 0.0987 -0.02 -0.01 -0.02 -0.07
C -2.6568 1.7456 0.8600 0.04 0.03 0.11 -0.07
N 0.7604 1.7391 0.0723 -0.66 -1.58 -0.22 -0.06
H 1.0857 2.0075 -3.2577 -0.01 -0.07 -0.03 0.10
H 2.4526 1.4870 -2.2396 -0.03 -0.03 -0.04 0.03
H 0.6282 -2.9619 -2.0958 -0.01 0.00 0.18 0.09
H 2.3738 -4.6926 -2.1486 -0.02 0.00 -0.04 0.11
H 4.7023 -4.0822 -2.7132 0.02 0.00 -0.05 0.11
H 5.2567 -1.7445 -3.2876 0.00 0.02 0.00 0.11
H 3.5435 -0.0011 -3.1807 0.00 0.02 0.08 0.10
H -2.2238 0.0996 -2.3688 0.00 -0.01 0.01 0.09
H -3.7792 0.0598 -4.2922 0.00 -0.01 0.00 0.10
H -2.9085 -0.3003 -6.5749 0.01 -0.01 -0.01 0.10
H -0.4904 -0.6411 -6.9401 0.01 -0.02 0.01 0.11
H 1.0694 -0.6141 -5.0233 -0.02 -0.02 -0.01 0.11
H 0.4514 4.3994 -1.8137 0.02 0.04 0.04 0.10
H -0.2309 4.7759 0.8012 0.03 0.02 -0.03 0.10
H -0.7374 2.7745 2.8718 -0.10 -0.13 0.02 0.11
H 0.9377 2.2009 2.9744 -0.09 0.02 0.04 0.09
H 0.8922 -1.3295 4.0406 -0.01 0.08 0.00 0.08
H 0.3444 -2.0954 6.3254 -0.01 -0.02 -0.02 0.11
H -1.8162 -1.4736 7.3490 -0.03 -0.01 -0.01 0.11
H -3.4339 -0.1008 6.0857 0.01 0.04 -0.01 0.11
H -2.8572 0.7396 3.8372 -0.01 -0.01 0.02 0.11
H -2.3670 -1.5847 1.4078 0.09 -0.04 -0.08 0.07
H -4.3942 -1.5982 0.0192 0.01 -0.01 0.03 0.11
H -5.3327 0.5266 -0.8255 0.00 0.02 0.01 0.10
H -4.2357 2.6703 -0.2469 0.02 0.00 -0.02 0.11
H -2.1784 2.6904 1.0759 -0.02 -0.02 -0.05 0.09
Se 4.1816 1.1471 0.2075 -0.49 -0.18 -0.43 0.06
Se 4.4359 -2.2950 1.5734 -0.41 -0.26 -0.33 -0.03
Te 2.7936 -0.7656 0.7247 1.39 0.15 2.22 0.55
Se 0.4529 -2.6365 1.1799 0.23 -0.02 -0.58 0.22
C 2.9838 0.4172 3.4768 0.26 0.03 -0.08 -0.25
O 2.0518 -0.0631 2.5245 0.19 -0.22 -0.49 -0.77
H 3.7918 -0.3042 3.6402 -0.04 -0.01 0.00 0.04
H 2.4489 0.5577 4.4187 -0.04 0.01 -0.02 0.08
H 3.4261 1.3647 3.1567 -0.05 0.01 0.03 0.05
```
Positions in Å, forces in eV/Å.

The calculation puts the electronic energy at -9611.5304 hartree. The charge is 0.


[3]
Molecular formula: C31H30AsBF6GeN2O8Ru
Method: DFT, wB97M-V/def2-TZVPD

```
81
Properties=species:S:1:pos:R:3:forces:R:3:lowdin_spin:R:1
Ru -0.0251 -0.1520 1.2117 0.36 -0.64 0.01 2.56
C -1.6505 -4.0174 -1.5673 -0.02 -0.03 -0.02 0.00
C -1.2183 -4.1106 -0.1185 0.05 0.02 0.01 0.00
C -0.5731 -5.4402 0.1886 -0.04 -0.03 0.01 0.00
O -0.1737 -3.0436 0.0614 -0.07 -0.02 0.01 0.00
B -0.8630 -2.0389 0.5802 0.06 0.15 0.16 0.02
O -2.1388 -2.1720 0.9485 -0.03 -0.04 -0.08 0.02
C -2.3289 -3.6740 0.8971 -0.01 0.07 -0.01 0.00
C -3.7421 -3.9450 0.4448 0.00 -0.04 -0.01 0.00
C -2.0850 -4.1518 2.3136 0.00 -0.02 0.01 0.00
H -0.7773 -4.1450 -2.2063 0.00 0.02 0.00 0.00
H -2.1182 -3.0569 -1.7868 0.01 0.03 -0.01 0.00
H -2.3626 -4.8072 -1.8057 0.01 0.00 0.01 0.00
H 0.1811 -5.6656 -0.5637 0.01 0.01 0.01 0.00
H -1.3249 -6.2308 0.1570 0.00 0.00 0.00 0.00
H -0.1040 -5.4469 1.1693 0.02 0.00 0.00 0.00
H -3.9744 -3.4419 -0.4910 0.00 0.01 0.00 0.00
H -4.4452 -3.6165 1.2087 0.00 0.01 0.00 0.00
H -3.8808 -5.0185 0.3046 0.00 0.00 0.00 0.00
H -1.0708 -3.9303 2.6494 0.00 0.00 0.00 0.00
H -2.2404 -5.2280 2.3849 -0.01 0.00 0.00 0.00
H -2.7895 -3.6615 2.9840 0.01 0.01 0.01 0.00
F -1.4516 0.0116 2.6879 -0.21 0.16 0.02 0.06
As -0.3761 0.3304 4.2637 0.37 -0.26 -0.13 0.00
F -1.1109 -1.0354 4.9190 -0.08 0.01 0.02 0.00
F 0.6988 -0.7559 3.2930 -0.06 0.24 0.21 0.06
F 0.7568 0.5766 5.4679 -0.04 0.02 0.03 0.00
F 0.2597 1.5955 3.2385 -0.06 0.09 -0.02 0.01
F -1.5875 1.3908 4.7992 -0.13 0.02 -0.01 0.00
C -3.8564 3.6409 3.3089 -0.18 -0.26 -0.04 0.03
C -4.1099 2.4070 2.6822 0.12 0.15 0.04 0.31
C -3.2275 1.8921 1.6599 -0.19 0.04 0.13 0.16
C -2.1136 2.5915 1.2822 -0.08 0.27 0.06 0.03
C -1.8757 3.8328 1.9200 -0.07 -0.15 0.00 0.30
C -2.7576 4.3534 2.9334 0.18 -0.04 -0.12 0.14
Ge -0.9119 1.8959 -0.0921 0.66 0.32 -0.65 0.00
C -1.7146 1.0335 -1.6163 -0.50 0.00 0.26 0.03
C -2.8496 1.6804 -2.1230 -0.06 -0.04 0.10 0.00
C -3.4775 1.2018 -3.2615 0.00 0.00 -0.01 0.00
C -2.9986 0.0562 -3.8826 0.00 0.00 0.00 0.01
C -1.8863 -0.5997 -3.3749 0.02 0.00 0.01 0.00
C -1.2406 -0.1198 -2.2439 0.13 0.12 -0.11 0.01
C 0.5883 3.0204 -0.4704 -0.10 -0.08 0.01 0.00
C 0.9463 3.2093 -1.8085 -0.08 -0.14 -0.03 0.00
C 2.0428 3.9951 -2.1231 0.07 0.04 -0.09 0.00
C 2.7942 4.5827 -1.1175 -0.02 -0.01 0.12 0.00
C 2.4413 4.3971 0.2192 0.15 0.09 -0.08 0.00
C 1.3484 3.6177 0.5390 -0.13 0.01 0.16 0.00
H -4.5256 4.0127 4.0721 -0.02 -0.04 0.00 0.00
H -4.9814 1.8315 2.9702 0.03 -0.04 -0.04 0.01
H -3.4590 0.9350 1.2061 -0.10 0.00 0.05 0.00
H -1.0056 4.4184 1.6427 -0.04 0.03 0.00 0.01
H -2.5395 5.3078 3.3943 0.08 0.01 -0.06 0.00
H -3.2464 2.5693 -1.6422 0.01 0.01 -0.01 0.00
H -4.3381 1.7199 -3.6625 0.00 0.00 0.01 0.00
H -3.4923 -0.3226 -4.7675 0.01 0.00 0.00 0.00
H -1.5098 -1.4858 -3.8683 0.01 0.00 0.00 0.00
H -0.3457 -0.6209 -1.9033 0.04 -0.04 0.09 0.00
H 0.3814 2.7498 -2.6120 -0.05 -0.02 0.06 0.00
H 2.3148 4.1490 -3.1587 -0.01 -0.01 -0.01 0.00
H 3.6588 5.1763 -1.3819 0.01 0.03 0.09 0.00
H 3.0239 4.8443 1.0136 0.05 0.03 -0.06 0.00
H 1.1089 3.4461 1.5834 0.05 -0.03 -0.01 0.00
O 2.0213 0.8485 1.0844 -0.03 -0.25 0.31 0.12
C 2.2548 0.0495 0.1588 -0.14 0.29 -0.26 0.02
O 1.2369 -0.6774 -0.2323 0.06 -0.13 -0.14 0.07
C 3.5311 -0.0421 -0.5473 -0.01 0.09 0.02 0.00
C 3.8406 -1.1420 -1.3399 -0.05 -0.02 -0.01 0.00
C 5.0417 -1.1325 -2.0144 0.02 -0.02 -0.06 0.00
C 5.9224 -0.0678 -1.9657 0.00 -0.01 0.00 0.00
C 5.5576 1.0179 -1.1914 -0.03 -0.02 -0.04 0.00
C 4.3918 1.0478 -0.4589 0.02 0.03 0.02 0.00
N 6.4323 2.2107 -1.1704 0.11 -0.06 0.14 0.00
O 7.5272 2.0991 -1.6619 -0.02 0.01 -0.06 0.00
O 5.9748 3.2085 -0.6519 -0.04 0.07 -0.01 0.00
N 5.3890 -2.3073 -2.8512 0.03 -0.03 0.09 0.00
O 4.5758 -3.2049 -2.8895 -0.04 0.00 -0.03 0.00
O 6.4531 -2.2796 -3.4175 0.03 0.02 -0.05 0.00
H 3.1774 -1.9906 -1.4320 0.00 0.01 0.01 0.00
H 6.8506 -0.0841 -2.5200 0.00 0.02 0.00 0.00
H 4.1523 1.9085 0.1502 -0.02 0.00 -0.04 0.00
```
Positions in Å, forces in eV/Å.

The spin multiplicity is 5. As for the relative energy (zero: lowest compared OMol25 entry of this formula, charge and spin): 0.0 kcal/mol. The charge is +2. As for the expectation value of S²: 6.0453.


Number 1: molecular weight 819.288 g/mol. Number 2: molecular weight 964.427 g/mol. Number 3: molecular weight 931.989 g/mol.